Entry from the OMol25 dataset: a molecular structure, C34H24AsBr4CuN4O4S (the ωB97M-V functional and the def2-TZVPD basis).

E_HOMO = -1.26 eV
total charge = -2

Geometry as XYZ:
```
73
Properties=species:S:1:pos:R:3:forces:R:3:lowdin_charge:R:1
Cu 0.095868 -0.099054 0.281744 -0.2 -0.1 -0.2 0.348
N -3.506259 3.049255 6.135809 0.1 -0.1 0.0 0.067
C -2.743278 1.970448 5.630604 -0.1 0.1 0.0 -0.333
C -2.836326 1.625423 4.283244 0.0 -0.1 -0.1 -0.023
C -2.074574 0.592430 3.773406 0.1 0.0 0.1 -0.027
C -1.197943 -0.106318 4.604662 -0.3 0.2 0.1 -0.274
C -1.093122 0.238745 5.940966 0.0 0.0 -0.1 -0.067
C -1.865660 1.277330 6.454083 0.1 -0.1 0.0 -0.058
S -0.285433 -1.461626 3.923660 0.1 0.2 0.1 0.572
O -1.254049 -2.432731 3.494597 -0.1 -0.2 0.0 -0.309
O 0.674170 -1.874653 4.921640 0.0 -0.1 0.1 -0.345
N 0.315990 -0.775286 2.620180 1.0 -0.1 -0.2 -0.082
C 1.592260 -0.430115 2.429002 -0.2 0.1 -0.1 -0.414
N 2.570711 -0.431848 3.364110 0.0 0.0 -0.1 0.122
C 3.764221 -0.010713 2.990837 0.0 0.0 0.1 -0.176
C 4.081496 0.434025 1.717365 0.0 0.0 -0.1 -0.092
C 3.037467 0.413482 0.805523 -0.1 0.0 -0.2 -0.134
N 1.829757 -0.011426 1.121448 0.0 -0.1 0.6 0.036
H -4.335659 3.225777 5.588464 0.0 0.0 0.0 0.075
H -3.745621 2.936710 7.109556 0.0 0.0 0.0 0.068
H -3.507016 2.165837 3.623083 0.0 0.0 0.0 0.079
H -2.155069 0.332461 2.725363 0.0 0.0 0.0 0.105
H -0.402072 -0.307518 6.569586 0.0 0.0 0.0 0.102
H -1.779798 1.554681 7.500603 0.0 0.0 0.0 0.096
H 4.528510 -0.019542 3.766958 0.0 0.0 0.0 0.094
H 5.068482 0.783027 1.451129 0.0 0.0 0.0 0.077
H 3.163525 0.749979 -0.220129 0.0 0.0 0.0 0.095
Br -6.620572 1.245960 0.854214 0.1 -0.1 0.0 0.606
C -4.972857 0.391846 0.430750 0.1 0.1 0.0 -0.780
C -4.916778 -0.960153 0.170792 0.1 -0.1 0.0 -0.773
Br -6.495846 -2.022655 0.200727 0.1 0.1 0.0 0.614
C -3.674156 -1.563123 -0.119195 0.1 0.1 -0.1 -0.636
Br -3.525995 -3.410507 -0.539570 -0.1 0.0 0.0 0.685
C -2.466097 -0.856706 -0.138499 -0.3 0.1 0.0 -0.460
O -1.322051 -1.387198 -0.387405 0.0 0.1 -0.1 -0.194
C -2.529280 0.586579 0.118794 -0.2 0.0 0.0 -0.471
O -1.432112 1.263212 0.087449 -0.1 0.0 0.0 -0.198
C -3.781224 1.148863 0.386995 0.1 -0.1 0.0 -0.645
Br -3.775936 3.028504 0.707159 0.0 0.0 0.0 0.677
C -0.364101 0.495200 -7.776063 0.0 0.0 0.1 -0.121
C 0.412546 -0.498349 -7.192654 0.0 0.0 0.0 -0.106
C 0.369262 -0.712631 -5.819119 -0.1 0.1 0.0 -0.113
C -0.454294 0.062607 -5.003636 0.0 0.1 0.0 -0.374
C -1.235905 1.048594 -5.604741 0.0 0.0 -0.1 -0.134
C -1.191520 1.271450 -6.975444 0.0 0.0 0.0 -0.110
As -0.627218 -0.057945 -3.022756 0.3 -0.2 0.0 1.415
C 0.223480 -1.815412 -2.848249 -0.1 0.0 0.0 -0.401
C 1.398807 -2.037258 -2.142358 0.0 -0.1 0.1 -0.113
C 1.878513 -3.330172 -1.958978 -0.1 0.0 0.0 -0.081
C 1.187255 -4.413389 -2.482353 0.0 0.1 0.0 -0.105
C 0.006379 -4.198572 -3.183424 0.0 0.0 0.0 -0.098
C -0.472658 -2.908447 -3.359588 0.1 -0.1 0.0 -0.131
C 0.944836 1.086689 -2.663698 -0.1 0.0 0.0 -0.371
C 2.211106 0.845771 -3.195988 0.0 0.2 0.0 -0.126
C 3.262375 1.719286 -2.944392 -0.1 0.0 0.0 -0.111
C 3.054535 2.848441 -2.157477 0.0 -0.1 0.0 -0.123
C 1.797539 3.091480 -1.622840 -0.1 0.0 0.0 -0.088
C 0.742331 2.215107 -1.870034 0.1 0.0 0.0 -0.111
H -0.328682 0.660156 -8.846338 0.0 0.0 0.0 0.087
H 1.059074 -1.113239 -7.808581 0.0 0.0 0.0 0.091
H 0.976859 -1.498026 -5.384285 0.0 0.0 0.0 0.094
H -1.894872 1.652974 -4.989816 0.0 0.0 0.0 0.090
H -1.808441 2.046016 -7.415560 0.0 0.0 0.0 0.091
H 1.931835 -1.206183 -1.696380 0.0 -0.1 0.0 0.076
H 2.781698 -3.486940 -1.381828 0.0 0.0 0.0 0.097
H 1.552213 -5.421312 -2.324091 0.0 0.0 0.0 0.089
H -0.558970 -5.038648 -3.569919 0.0 0.0 0.0 0.094
H -1.412805 -2.759438 -3.879364 0.0 0.0 0.0 0.103
H 2.381204 -0.030001 -3.812091 0.0 0.0 0.0 0.093
H 4.243405 1.517160 -3.358976 0.0 0.0 0.0 0.092
H 3.874010 3.528088 -1.952973 0.0 0.0 0.0 0.091
H 1.632147 3.956026 -0.991265 0.0 0.0 0.0 0.101
H -0.225912 2.374816 -1.405846 0.0 0.0 0.0 0.083
```
Positions in Å, forces in eV/Å.

=====

Entry from the OMol25 dataset: a molecular structure, C34H24ClIN3O10PTi in a non-equilibrium geometry (the ωB97M-V functional and the def2-TZVPD basis).

multiplicity = 2
E_HOMO (alpha / beta) = -5.17 / -5.38 eV
total charge = -1

Geometry as XYZ:
```
75
Properties=species:S:1:pos:R:3:forces:R:3:lowdin_charge:R:1
Ti 1.431947 -0.693132 0.136005 0.4 0.0 -0.4 0.858
O -1.284196 1.247776 3.356774 0.0 0.3 0.8 -0.027
N -1.475349 0.889852 2.068027 0.3 0.0 -0.4 0.011
C -2.055001 1.784978 1.366020 -0.1 0.5 1.2 -0.126
C -2.307744 1.636633 -0.057773 -1.2 0.9 -1.8 -0.190
C -2.905058 2.835902 -0.595331 1.1 -2.8 1.4 -0.069
C -3.320170 2.976137 -1.855866 -0.2 -0.3 -1.4 -0.099
C -3.098159 1.918940 -2.759446 -0.6 1.7 -0.4 -0.074
C -2.490849 0.774139 -2.320357 -0.4 -0.9 0.6 -0.066
C -2.157491 0.546901 -0.963354 0.0 2.1 0.2 -0.295
P -1.357292 -0.942728 -0.418246 0.2 -0.5 1.4 1.098
C -2.562385 -1.572844 0.805481 -1.0 0.3 1.3 -0.357
C -2.050278 -2.506777 1.728169 -2.1 0.6 0.9 -0.076
C -2.794305 -2.885884 2.865404 -1.2 1.2 -0.8 -0.040
C -4.118873 -2.363862 3.006126 1.0 -0.6 0.9 -0.099
C -4.671509 -1.477850 2.109482 1.8 0.1 -1.8 -0.085
C -3.868429 -1.046676 1.017403 0.5 -1.3 0.5 -0.070
C -1.568834 -2.092061 -1.747349 -0.7 -1.8 -2.3 -0.361
C -0.620650 -2.085178 -2.784030 -1.3 0.1 0.0 -0.095
C -0.789482 -2.888663 -3.916977 -0.4 1.0 2.0 -0.057
C -1.855372 -3.749875 -4.001076 0.7 0.1 0.8 -0.101
C -2.724629 -3.921960 -2.957578 -0.7 0.5 1.7 -0.082
C -2.621352 -3.046182 -1.875223 0.2 0.6 1.8 -0.052
H -0.631433 0.631706 3.799309 -0.3 0.0 -1.0 0.082
H -2.412768 2.776379 1.813545 0.7 -1.4 -0.3 0.148
H -3.087532 3.557043 0.121161 -0.3 1.7 1.2 0.078
H -3.820680 3.903326 -2.102036 0.0 -0.1 -0.5 0.110
H -3.439015 2.132287 -3.785852 0.4 -0.8 0.4 0.117
H -2.398918 -0.083457 -2.966426 0.2 0.1 -0.4 0.101
H -1.089601 -2.867290 1.555986 1.7 -0.6 0.0 0.063
H -2.413094 -3.468471 3.703253 0.2 -0.1 -0.6 0.102
H -4.676877 -2.630575 3.907429 0.1 0.0 -0.3 0.096
H -5.673860 -1.108704 2.135484 -0.5 0.1 0.4 0.089
H -4.319084 -0.363992 0.323468 0.1 0.4 -0.3 0.096
H 0.133290 -1.332051 -2.727467 0.8 0.0 -0.1 0.063
H -0.029409 -2.823817 -4.624913 0.9 -0.1 -1.5 0.087
H -1.897775 -4.400651 -4.794417 -0.2 -1.4 -1.9 0.075
H -3.435751 -4.756396 -2.874878 0.2 0.6 -0.5 0.111
H -3.277220 -3.088961 -0.967858 0.3 -0.3 -1.2 0.109
O 1.029982 -0.114257 4.133482 0.0 -0.4 -0.5 0.026
C 1.630803 -0.373574 3.082155 -0.4 0.7 0.2 -0.538
O 1.059297 -0.849281 2.028422 -0.2 0.0 0.2 -0.205
C 3.064645 0.018530 2.964900 1.1 0.1 0.1 -0.035
C 3.689075 0.528282 4.081244 0.6 0.1 1.8 0.088
C 5.010396 1.036753 4.017732 -1.0 -0.4 0.3 -0.153
C 5.696571 1.069315 2.830324 0.6 0.3 -0.1 0.055
C 5.099535 0.559726 1.744993 0.2 -0.2 -0.9 -0.074
C 3.835676 -0.032872 1.753213 -1.5 0.2 -0.1 -0.278
O 3.367350 -0.477030 0.654857 -0.4 -0.2 -0.6 -0.137
N 5.809016 0.589232 0.430565 -1.1 -2.4 3.0 -0.382
O 6.276897 -0.479263 0.122779 0.6 -0.3 -0.9 0.109
O 5.839593 1.608748 -0.150636 0.4 2.4 -1.9 0.128
N 5.679417 1.571936 5.168321 1.1 0.4 -0.2 -0.346
O 5.036164 1.621497 6.201520 0.7 0.2 0.2 0.060
O 6.871249 1.962642 5.019501 -2.1 -0.6 0.8 0.013
H 3.176820 0.470790 5.085468 0.5 0.3 -1.4 0.152
H 6.679348 1.487399 2.762405 0.3 0.2 0.1 0.135
Cl -1.020422 4.782725 -4.296455 0.2 -0.8 0.0 0.602
C -0.277528 3.319631 -3.586563 -0.7 0.9 -1.5 -0.655
C 0.121923 2.240421 -4.362726 1.1 -0.6 -0.4 -0.085
C 0.754565 1.165590 -3.738825 -0.3 0.1 0.2 0.014
C 0.900708 1.114398 -2.314546 1.4 -1.2 -0.5 -0.326
O 1.471814 0.070090 -1.713037 -0.8 0.9 -0.7 -0.214
C 0.562480 2.264635 -1.629615 -0.3 1.6 1.1 -0.131
C 0.881497 2.478257 -0.208064 -0.9 -0.7 -1.0 -0.145
O 1.209825 1.583177 0.534334 0.5 -0.6 0.8 0.016
C -0.070142 3.342475 -2.265319 -0.1 -0.2 1.3 -0.104
H 0.078398 2.286523 -5.459889 -0.1 -0.1 0.6 0.115
H 1.215605 0.371470 -4.325693 -0.3 0.1 0.1 0.121
H 0.722105 3.487864 0.187862 0.1 0.2 0.0 0.142
H -0.538362 4.127499 -1.679144 0.6 0.1 0.1 0.115
I 2.367167 -3.801477 1.183455 -0.1 -0.3 -0.3 0.665
C 2.031340 -2.657414 -0.643508 -1.8 -0.1 0.3 -0.706
H 1.456044 -3.300093 -1.354746 0.5 0.4 0.7 -0.036
H 3.016315 -2.488300 -0.980846 1.2 0.0 -0.6 -0.076
```
Positions in Å, forces in eV/Å.

=====

Entry from the OMol25 dataset: a molecular structure, C34H24IN6OPPdSe in a non-equilibrium geometry (the ωB97M-V functional and the def2-TZVPD basis).

E_HOMO = -13.63 eV
total charge = +2

Geometry as XYZ:
```
69
Properties=species:S:1:pos:R:3:forces:R:3:lowdin_charge:R:1
Pd -0.086939 -0.177008 -0.260762 -0.9 -0.7 -0.6 0.754
Se 4.142496 1.821393 5.922119 -0.1 0.0 -0.1 1.219
N 3.716353 0.295657 5.113168 0.0 0.1 0.1 -0.207
C 2.934084 0.603870 4.112668 0.0 -0.1 -0.1 -0.342
C 2.362171 -0.393862 3.209695 0.0 0.1 0.2 -0.078
C 2.602941 -1.758191 3.364384 0.0 0.0 0.0 0.047
C 2.020115 -2.652272 2.494134 -0.1 0.0 0.0 0.005
C 1.206861 -2.162961 1.485688 0.0 0.0 0.0 -0.101
N 0.982878 -0.857986 1.322879 0.5 0.1 -0.2 -0.048
C 1.550370 0.041540 2.163895 -0.2 0.0 0.0 -0.150
C 1.301168 1.477775 1.945484 0.0 -0.2 -0.1 -0.161
N 0.583347 1.808617 0.862040 -0.2 0.2 0.1 0.053
C 0.341960 3.087370 0.617395 0.1 0.0 0.1 -0.093
C 0.787352 4.110051 1.453901 0.0 0.0 0.0 -0.003
C 1.533871 3.780644 2.562343 0.0 0.0 0.0 0.041
C 1.815081 2.435662 2.815456 0.1 0.0 0.1 -0.071
C 2.648179 1.997049 3.932174 -0.1 0.0 -0.1 -0.338
N 3.195982 2.814806 4.791347 0.1 -0.1 0.1 -0.203
H 3.245468 -2.085831 4.171801 0.0 0.0 0.0 0.136
H 2.175394 -3.717397 2.586635 0.0 0.0 0.0 0.129
H 0.708656 -2.827673 0.793700 0.1 0.0 -0.1 0.119
H -0.217554 3.320147 -0.280945 0.0 0.0 0.0 0.115
H 0.544886 5.137599 1.223223 0.0 0.0 0.0 0.124
H 1.916725 4.533989 3.238316 0.0 0.0 0.0 0.133
O -1.288842 1.480946 -2.483245 -0.9 -0.2 -0.1 0.189
C -1.115879 0.666049 -1.734376 1.6 0.3 0.3 -0.124
C 2.960186 3.311781 -4.067279 0.0 0.0 0.0 -0.045
C 1.856801 2.571523 -4.472537 0.0 0.0 0.0 -0.047
C 1.494481 1.430330 -3.777931 0.0 0.0 0.0 -0.117
C 2.241824 1.012748 -2.673299 0.0 0.1 0.1 -0.346
C 3.352904 1.756409 -2.276075 0.0 0.0 0.0 -0.068
C 3.710369 2.899058 -2.977146 0.0 0.0 0.0 -0.051
P 1.725466 -0.459773 -1.760217 -0.1 -0.1 0.0 1.058
C 3.187034 -1.181189 -0.982165 0.0 0.1 0.1 -0.342
C 3.801350 -0.525808 0.088569 0.0 0.0 -0.1 -0.128
C 4.930016 -1.062093 0.681439 0.0 0.0 0.0 -0.054
C 5.457297 -2.259450 0.210116 0.0 0.0 0.0 -0.044
C 4.856202 -2.911988 -0.854109 0.0 0.0 0.0 -0.044
C 3.717034 -2.383065 -1.447930 0.0 0.0 0.0 -0.055
C 1.163651 -1.656641 -2.995023 0.0 0.1 -0.1 -0.386
C 1.785148 -1.714539 -4.244149 0.0 0.0 0.0 -0.082
C 1.373915 -2.651302 -5.179833 0.0 0.0 0.0 -0.039
C 0.340578 -3.528761 -4.880340 0.0 0.0 0.0 -0.042
C -0.268763 -3.489126 -3.633440 0.0 0.0 0.0 -0.060
C 0.144717 -2.559033 -2.692322 0.1 0.0 0.0 -0.118
H 3.239828 4.205057 -4.609536 0.0 0.0 0.0 0.119
H 1.279941 2.882251 -5.333225 0.0 0.0 0.0 0.119
H 0.648419 0.848306 -4.120071 0.0 0.0 0.0 0.101
H 3.962592 1.435060 -1.444360 0.0 0.0 0.0 0.092
H 4.582225 3.462588 -2.673377 0.0 0.0 0.0 0.117
H 3.403127 0.414563 0.449317 0.0 0.0 0.0 0.097
H 5.402931 -0.548136 1.508877 0.0 0.0 0.0 0.119
H 6.340196 -2.680234 0.672726 0.0 0.0 0.0 0.119
H 5.274733 -3.835603 -1.230684 0.0 0.0 0.0 0.119
H 3.251483 -2.905344 -2.272531 0.0 0.0 0.0 0.106
H 2.587824 -1.029055 -4.485078 0.0 0.0 0.0 0.121
H 1.860147 -2.694411 -6.145054 0.0 0.0 0.0 0.121
H 0.013093 -4.248829 -5.618170 0.0 0.0 0.0 0.120
H -1.061976 -4.187357 -3.400444 0.0 0.0 0.0 0.113
H -0.302156 -2.546284 -1.703663 -0.1 0.0 0.0 0.061
I -4.464748 -2.359038 3.693808 -0.1 0.0 0.1 0.962
C -3.420608 -2.004847 1.967728 0.1 0.0 -0.1 -0.773
C -3.749993 -2.396915 0.689495 0.0 0.0 0.0 -0.107
N -2.781896 -1.938193 -0.125008 0.0 0.0 -0.1 0.007
N -1.835814 -1.268537 0.554271 0.1 0.5 0.4 -0.087
C -2.220236 -1.298861 1.827214 -0.1 -0.1 0.0 -0.183
H -4.582330 -2.972462 0.320019 0.0 0.0 0.0 0.136
H -2.726149 -2.032731 -1.125500 0.0 0.0 0.0 0.153
H -1.632642 -0.824928 2.596880 0.0 0.0 0.0 0.113
```
Positions in Å, forces in eV/Å.

=====

Respective energy relative to the best compared isomer or geometry (same formula, charge and spin) values: 3.7 0.0 4.9 kcal per mole.